(1)
C46H64CrN7O4P3 | the ωB97M-V functional and the def2-TZVPD basis

Geometry as XYZ:
```
125
C46H64CrN7O4P3 the ωB97M-V functional and the def2-TZVPD basis
Cr -0.081 -0.242 0.220
C -5.553 -3.661 2.908
C -4.560 -2.653 2.403
C -4.245 -1.513 3.140
C -3.304 -0.613 2.683
C -2.636 -0.794 1.467
N -1.682 0.161 1.042
C -2.148 1.489 1.186
C -3.443 1.825 0.780
C -3.927 3.106 0.937
C -3.141 4.115 1.493
C -3.653 5.522 1.619
C -1.845 3.797 1.857
C -1.354 2.503 1.701
N -0.005 2.244 2.062
C 0.713 2.931 2.970
C 2.026 2.546 2.850
C 2.015 1.604 1.823
N 0.788 1.415 1.340
C -2.944 -1.942 0.740
C -3.889 -2.853 1.209
N -2.297 -2.230 -0.484
C -2.774 -2.992 -1.487
C -1.809 -3.058 -2.460
C -0.766 -2.274 -1.969
N -1.058 -1.789 -0.767
H -6.291 -3.194 3.558
H -5.053 -4.441 3.487
H -6.081 -4.146 2.088
H -4.745 -1.329 4.083
H -3.086 0.278 3.258
H -4.050 1.061 0.317
H -4.933 3.335 0.606
H -4.735 5.535 1.747
H -3.423 6.100 0.721
H -3.204 6.038 2.467
H -1.190 4.576 2.225
H 0.233 3.632 3.631
H 2.867 2.893 3.424
H 2.845 1.054 1.424
H -4.086 -3.754 0.642
H -3.766 -3.405 -1.447
H -1.871 -3.562 -3.407
H 0.153 -1.991 -2.451
C 2.482 -2.660 -1.385
P 2.257 -1.004 -0.630
C 3.261 -1.284 0.895
N 4.567 -1.271 0.828
C 5.265 -1.376 1.989
C 6.679 -1.364 1.959
C 7.376 -1.431 3.129
C 6.701 -1.503 4.373
C 5.339 -1.518 4.429
C 4.593 -1.465 3.228
N 3.239 -1.524 3.276
C 2.588 -1.466 2.143
P 0.755 -1.587 2.197
C 0.369 -0.714 3.744
C 0.426 -3.384 2.614
C 1.465 -3.958 3.582
C 0.432 -4.222 1.338
C -0.947 -3.462 3.288
C 3.195 0.086 -1.825
C 2.349 0.062 -3.112
C 3.247 1.518 -1.295
C 4.610 -0.378 -2.177
H 3.529 -2.947 -1.291
H 2.212 -2.664 -2.438
H 1.865 -3.393 -0.874
H 7.171 -1.298 0.998
H 8.458 -1.425 3.115
H 7.281 -1.551 5.285
H 4.801 -1.578 5.365
H 0.845 -1.195 4.597
H -0.712 -0.697 3.875
H 0.729 0.310 3.675
H 2.455 -4.035 3.136
H 1.143 -4.966 3.855
H 1.548 -3.376 4.500
H 1.435 -4.271 0.912
H -0.260 -3.843 0.585
H 0.141 -5.246 1.585
H -0.943 -2.985 4.268
H -1.197 -4.515 3.438
H -1.738 -3.013 2.693
H 1.295 0.264 -2.935
H 2.449 -0.886 -3.644
H 2.726 0.841 -3.779
H 2.261 1.877 -1.003
H 3.627 2.170 -2.085
H 3.932 1.606 -0.450
H 4.634 -1.411 -2.527
H 5.294 -0.287 -1.340
H 4.973 0.250 -2.996
C -2.403 -0.784 -4.923
C -1.704 0.564 -4.923
C -2.714 1.694 -5.048
C -0.669 0.635 -6.035
O -0.914 0.673 -3.693
P -1.491 1.110 -2.268
O -2.759 0.441 -1.925
O -0.274 0.866 -1.339
O -1.713 2.680 -2.346
C -0.750 3.763 -2.503
C -1.587 4.927 -3.010
C 0.347 3.417 -3.498
C -0.162 4.099 -1.143
H -2.978 -0.906 -5.843
H -3.071 -0.865 -4.067
H -1.662 -1.584 -4.876
H -3.264 1.559 -5.980
H -2.223 2.667 -5.082
H -3.427 1.686 -4.224
H -1.153 0.527 -7.007
H 0.063 -0.167 -5.923
H -0.143 1.590 -6.016
H -2.026 4.695 -3.981
H -0.967 5.819 -3.116
H -2.393 5.142 -2.308
H -0.064 3.223 -4.488
H 0.915 2.547 -3.179
H 1.030 4.265 -3.575
H -0.961 4.372 -0.455
H 0.522 4.944 -1.236
H 0.381 3.248 -0.731
```

The calculation puts the largest force on an atom at 0.0088 hartree/bohr. The total energy is -4544.10458 hartree. The value obtained for the relative energy (zero: lowest compared OMol25 entry of this formula, charge and spin) is 0.0 kcal/mol. The spin multiplicity is 2. Its total charge is +1. The value obtained for the molar mass is 923.981 g/mol.

(2)
C46H64GeKN5P3 | the ωB97M-V functional and the def2-TZVPD basis

Geometry as XYZ:
```
120
C46H64GeKN5P3 the ωB97M-V functional and the def2-TZVPD basis
K -0.302 -1.368 -1.385
C 2.979 -0.465 -3.856
C 3.825 -0.782 -2.624
C 5.159 -0.044 -2.652
P 2.791 -0.536 -1.108
C 3.006 1.296 -0.826
N 2.050 1.837 0.122
Ge 0.247 1.220 0.342
N -1.254 0.304 2.389
C -2.372 -0.589 2.355
P -2.335 -1.831 0.945
C -1.647 -3.399 1.653
C -0.123 -3.303 1.741
C -2.254 -3.956 2.932
C -4.156 -2.187 0.785
C -5.037 -2.010 2.021
C -4.718 -1.375 -0.379
C -0.315 0.243 3.333
C -0.183 -0.747 4.340
C 0.895 -0.742 5.196
C 1.869 0.245 5.087
C 1.761 1.255 4.132
C 0.682 1.274 3.276
N 0.509 2.276 2.258
C 1.648 3.173 2.028
C 1.919 4.227 2.875
C 3.005 5.056 2.620
C 3.790 4.810 1.504
C 3.510 3.763 0.643
C 2.423 2.914 0.886
C -0.725 3.054 2.385
C -1.212 3.451 3.607
C -2.359 4.239 3.666
C -2.966 4.609 2.479
C -2.478 4.197 1.247
C -1.341 3.381 1.164
N -0.771 2.836 0.044
C -1.303 3.125 -1.271
P -1.844 1.629 -2.248
C -3.174 2.343 -3.335
C -3.088 3.835 -3.663
C -4.541 2.019 -2.738
C -0.451 1.302 -3.446
C -0.790 0.064 -4.282
C 0.002 2.439 -4.357
C 3.837 -1.217 0.256
C 3.263 -0.823 1.615
C 3.933 -2.736 0.131
H 3.552 -0.635 -4.770
H 2.660 0.581 -3.866
H 2.089 -1.096 -3.896
H 4.017 -1.860 -2.636
H 5.010 1.037 -2.717
H 5.744 -0.339 -3.526
H 5.765 -0.244 -1.768
H 2.964 1.806 -1.799
H 4.024 1.455 -0.447
H -3.233 0.037 2.089
H -2.598 -1.063 3.315
H -1.868 -4.103 0.838
H 0.205 -2.507 2.417
H 0.334 -3.136 0.762
H 0.289 -4.241 2.119
H -2.144 -3.274 3.778
H -1.753 -4.886 3.207
H -3.315 -4.179 2.824
H -4.164 -3.248 0.503
H -5.168 -0.953 2.263
H -4.650 -2.510 2.906
H -6.034 -2.410 1.822
H -4.639 -0.301 -0.184
H -5.775 -1.606 -0.530
H -4.185 -1.572 -1.310
H -0.923 -1.530 4.407
H 0.994 -1.513 5.949
H 2.719 0.238 5.756
H 2.524 2.016 4.058
H 1.280 4.409 3.728
H 3.223 5.887 3.276
H 4.630 5.458 1.286
H 4.120 3.615 -0.238
H -0.704 3.140 4.512
H -2.755 4.562 4.618
H -3.852 5.232 2.501
H -3.002 4.506 0.354
H -0.602 3.747 -1.841
H -2.212 3.721 -1.189
H -3.070 1.777 -4.268
H -3.390 4.440 -2.806
H -3.773 4.081 -4.477
H -2.091 4.156 -3.957
H -4.650 2.461 -1.742
H -4.692 0.944 -2.632
H -5.340 2.422 -3.363
H 0.405 1.054 -2.796
H -1.605 0.270 -4.979
H -1.105 -0.797 -3.687
H 0.070 -0.254 -4.873
H -0.773 2.694 -5.082
H 0.882 2.134 -4.928
H 0.265 3.342 -3.806
H 4.842 -0.784 0.173
H 2.229 -1.165 1.722
H 3.271 0.256 1.771
H 3.847 -1.289 2.411
H 2.943 -3.200 0.146
H 4.508 -3.144 0.965
H 4.421 -3.052 -0.791
N 1.864 -8.846 -1.075
C 1.485 -7.803 -1.377
C 1.015 -6.501 -1.753
C 1.915 -5.480 -2.058
C 1.426 -4.226 -2.389
C 0.061 -3.862 -2.453
C -0.781 -4.957 -2.151
C -0.354 -6.231 -1.809
H 2.980 -5.680 -2.021
H 2.186 -3.471 -2.607
H -1.863 -4.815 -2.180
H -1.061 -7.021 -1.583
```

The calculation puts the largest force on an atom at 0.0089 hartree/bohr. The total energy is -5765.87181 hartree. The spin multiplicity is 2. The value obtained for the molar mass is 891.683 g/mol.

(3)
C46H65Cl3N2O6P2SSeSiZr | the ωB97M-V functional and the def2-TZVPD basis

Geometry as XYZ:
```
128
C46H65Cl3N2O6P2SSeSiZr the ωB97M-V functional and the def2-TZVPD basis
Zr 1.174 -0.268 0.500
C 0.757 1.175 -2.866
Si -0.482 0.436 -1.630
C -1.117 -1.177 -2.546
C -0.372 -1.520 -3.693
C -0.476 -2.752 -4.328
C -1.336 -3.712 -3.821
C -2.116 -3.395 -2.718
C -2.041 -2.150 -2.084
P -3.208 -1.780 -0.693
C -4.801 -1.586 -1.640
C -5.310 -2.739 -2.525
C -6.805 -2.563 -2.859
C -7.157 -1.084 -2.999
C -7.022 -0.373 -1.641
C -5.930 -1.017 -0.764
C -3.122 -3.386 0.310
C -3.233 -3.024 1.807
C -4.685 -2.836 2.245
C -5.498 -4.108 2.011
C -5.432 -4.515 0.539
C -3.984 -4.641 0.065
C -2.056 1.577 -1.775
C -3.000 1.241 -2.755
C -4.248 1.847 -2.825
C -4.619 2.774 -1.863
C -3.689 3.175 -0.919
C -2.396 2.645 -0.906
P -1.053 3.405 0.073
C -0.793 5.072 -0.744
C 0.363 4.979 -1.764
C -0.093 4.576 -3.164
C -1.119 5.578 -3.682
C -2.338 5.559 -2.764
C -1.957 5.900 -1.317
C -1.891 3.775 1.725
C -2.147 5.213 2.204
C -0.905 5.954 2.715
C -0.121 5.120 3.727
C 0.229 3.780 3.094
C -1.058 3.010 2.777
H 0.327 1.313 -3.867
H 1.076 2.158 -2.506
H 1.652 0.555 -2.946
H 0.326 -0.798 -4.100
H 0.129 -2.964 -5.204
H -1.414 -4.690 -4.281
H -2.792 -4.147 -2.337
H -4.503 -0.772 -2.298
H -4.732 -2.756 -3.450
H -5.171 -3.705 -2.044
H -7.038 -3.104 -3.778
H -7.422 -3.002 -2.066
H -6.482 -0.630 -3.733
H -8.170 -0.964 -3.386
H -6.786 0.680 -1.800
H -7.976 -0.410 -1.109
H -5.525 -0.273 -0.072
H -6.372 -1.811 -0.159
H -2.087 -3.684 0.112
H -2.784 -3.833 2.398
H -2.684 -2.107 2.027
H -4.718 -2.550 3.299
H -5.121 -2.011 1.670
H -5.091 -4.915 2.630
H -6.536 -3.955 2.313
H -5.941 -5.470 0.386
H -5.957 -3.769 -0.061
H -3.514 -5.451 0.636
H -3.959 -4.956 -0.977
H -2.745 0.477 -3.484
H -4.938 1.577 -3.617
H -5.612 3.211 -1.870
H -3.971 3.938 -0.199
H -0.386 5.630 0.102
H 0.840 5.965 -1.835
H 1.122 4.285 -1.393
H 0.772 4.528 -3.830
H -0.550 3.582 -3.137
H -0.678 6.583 -3.697
H -1.415 5.333 -4.705
H -3.092 6.273 -3.105
H -2.785 4.564 -2.814
H -1.640 6.951 -1.296
H -2.843 5.828 -0.682
H -2.860 3.280 1.651
H -2.626 5.804 1.422
H -2.860 5.148 3.034
H -0.237 6.204 1.888
H -1.217 6.898 3.168
H 0.791 5.638 4.032
H -0.729 4.949 4.625
H 0.769 3.964 2.163
H 0.810 2.697 4.831
H -0.812 2.024 2.392
H -1.637 2.876 3.702
O 0.944 -2.331 -0.847
H 0.789 -2.448 -1.794
H 1.924 -2.393 -0.747
O -0.783 -1.049 1.242
H -0.580 -1.760 1.872
H -1.320 -1.448 0.540
O 1.818 1.811 0.234
H 2.281 2.202 1.013
H 2.563 1.552 -0.368
Se 3.491 -0.618 -0.432
O 2.865 2.902 2.446
C 2.337 2.538 3.494
N 1.139 2.994 3.926
S 0.776 -0.074 4.005
O 0.749 -1.566 4.185
O 1.112 0.309 2.540
C 2.327 0.376 4.809
C 2.874 -0.480 5.748
C 4.144 -0.215 6.244
C 4.854 0.887 5.788
C 4.281 1.770 4.882
C 2.997 1.544 4.416
H 2.324 -1.361 6.057
H 4.590 -0.888 6.967
H 5.862 1.066 6.145
H 4.821 2.645 4.540
Cl 4.294 -2.806 3.615
C 2.763 -3.653 3.368
Cl 2.078 -4.154 4.910
Cl 3.028 -5.093 2.360
C 1.883 -2.726 2.588
N 1.599 -2.311 1.555
```

The calculation puts the largest force on an atom at 0.0327 hartree/bohr. The total energy is -7552.37686 hartree. The value obtained for the relative energy (zero: lowest compared OMol25 entry of this formula, charge and spin) is 0.0 kcal/mol. The value obtained for the molar mass is 1140.678 g/mol.